1.
ORCA calculation (ωB97M-V with the def2-TZVPD basis set) on C33H88F3MnN8O11S as an isolated structure.

XYZ file:
```
145
Properties=species:S:1:pos:R:3:forces:R:3
Mn 3.497 -4.484 -1.609 -0.08 1.44 -0.01
C 1.908 0.824 2.136 -0.65 -1.21 0.66
F 2.396 1.489 1.074 -0.21 -0.14 1.05
F 2.894 0.416 2.960 0.10 0.36 -0.76
F 1.103 1.594 2.900 0.51 -0.25 -1.19
S 0.966 -0.726 1.517 -3.55 -2.57 -0.90
O 0.333 -1.453 2.652 1.79 1.78 -0.85
O -0.085 -0.203 0.613 1.97 0.23 0.97
O 1.913 -1.636 0.814 0.36 1.28 0.59
C 0.239 -5.206 -6.132 0.68 -0.57 -0.27
C 1.657 -4.976 -5.650 1.24 0.84 -0.18
C 2.606 -4.333 -6.688 -1.10 0.03 -0.06
O 3.887 -4.051 -6.190 0.03 -0.80 1.01
C 4.808 -3.581 -7.160 -0.38 0.41 0.30
N 1.579 -4.033 -4.515 0.43 -0.66 1.47
H -0.222 -4.242 -6.349 -0.19 -0.21 -0.31
H -0.319 -5.721 -5.349 -0.11 0.14 0.07
H 0.272 -5.898 -6.973 -0.35 0.29 -0.31
H 2.176 -5.912 -5.443 -0.32 -0.15 0.89
H 2.081 -3.414 -6.952 0.18 0.43 -0.62
H 2.639 -5.011 -7.541 0.12 0.08 -0.30
H 5.026 -4.338 -7.914 -0.25 0.13 -0.28
H 5.752 -3.326 -6.678 -0.15 -0.14 0.26
H 4.380 -2.651 -7.534 0.27 -0.03 -0.73
H 0.703 -4.171 -4.032 -0.19 -0.39 0.35
H 1.455 -3.087 -4.847 0.56 0.41 -0.25
C 8.124 -1.518 -1.981 1.55 -0.61 0.04
C 7.142 -2.626 -1.710 0.32 -1.02 1.28
C 7.202 -2.945 -0.178 -0.11 2.54 -1.05
O 6.214 -3.824 0.181 -0.97 -1.56 0.19
C 6.403 -4.292 1.502 -0.37 -0.77 1.13
N 5.804 -2.230 -2.111 -0.99 -0.41 -0.50
H 9.116 -1.967 -2.030 0.30 -0.01 0.73
H 8.053 -0.844 -1.127 0.30 0.45 -0.37
H 8.182 -1.007 -2.942 -1.14 0.12 -0.03
H 7.379 -3.606 -2.123 0.08 0.19 -0.81
H 6.963 -2.014 0.336 0.15 0.49 0.16
H 8.206 -3.198 0.163 0.11 -0.54 -0.34
H 6.974 -5.220 1.527 0.15 -0.04 -0.21
H 5.448 -4.488 1.990 -0.24 -0.04 -0.37
H 6.888 -3.602 2.192 0.18 0.46 -0.46
H 5.834 -2.084 -3.110 -0.13 -0.66 -0.64
H 5.713 -1.251 -1.880 -0.63 0.35 1.02
C 0.129 -8.998 -0.308 -0.54 -0.19 -0.66
C 0.126 -7.513 -0.702 -2.02 -0.50 0.72
C -1.211 -6.845 -0.215 0.18 -0.25 -1.95
O -1.514 -5.754 -1.119 1.46 -0.45 0.87
C -2.688 -5.086 -0.784 -0.82 0.78 0.34
N 1.267 -6.937 -0.013 0.98 0.51 0.39
H 1.011 -9.514 -0.688 0.07 0.05 -0.13
H -0.748 -9.520 -0.690 0.02 -0.05 -0.03
H 0.136 -9.126 0.775 -0.11 0.17 0.12
H 0.068 -7.344 -1.777 0.67 -0.15 -0.05
H -1.206 -6.604 0.848 0.09 0.48 0.06
H -2.007 -7.567 -0.395 -0.11 -0.29 0.31
H -2.665 -4.581 0.182 0.26 -0.37 0.47
H -3.534 -5.773 -0.809 -0.24 0.03 -0.04
H -2.858 -4.236 -1.445 0.11 -0.39 -0.53
H 1.906 -7.693 0.189 0.94 -0.36 -1.08
H 0.933 -6.983 0.939 -0.30 1.50 0.75
C -5.003 8.791 -0.601 0.90 -0.85 -0.42
C -5.373 7.365 -1.079 -0.06 -0.40 0.73
C -4.849 6.212 -0.141 -0.99 2.40 -0.47
O -5.114 4.918 -0.674 0.30 2.85 -1.04
C -4.869 3.944 0.259 -0.41 -0.69 0.32
N -6.804 7.273 -1.170 -0.90 -0.68 -0.73
H -5.394 9.596 -1.223 -0.36 -0.35 -0.16
H -3.921 8.900 -0.666 0.14 0.09 0.30
H -5.323 8.975 0.425 -0.02 -0.15 0.07
H -4.948 7.087 -2.043 0.04 0.59 -0.38
H -5.452 6.422 0.742 0.08 -0.63 0.64
H -3.833 6.546 0.069 0.68 -1.19 0.08
H -3.835 4.038 0.590 0.09 -0.63 0.26
H -5.134 3.021 -0.255 0.53 -0.31 0.35
H -5.570 4.074 1.084 0.13 -0.16 0.50
H -7.338 7.732 -0.446 0.39 0.29 0.23
H -7.006 6.288 -1.078 -0.55 -0.19 -0.28
C -6.517 5.139 9.434 0.49 -1.26 -0.64
C -5.863 6.243 8.653 0.10 0.53 2.66
C -4.923 5.785 7.559 -0.49 -1.26 -0.99
O -3.890 4.885 7.978 0.01 -0.49 0.61
C -3.330 4.036 6.942 -0.42 1.42 0.05
N -6.879 7.193 8.215 0.42 0.52 -0.94
H -5.699 4.598 9.910 -0.14 -0.43 -0.10
H -7.004 4.508 8.691 -0.41 -0.43 0.40
H -7.186 5.420 10.248 -0.14 0.42 -0.35
H -5.266 6.682 9.453 0.70 0.63 -0.15
H -4.548 6.671 7.046 0.43 0.06 -0.13
H -5.510 5.203 6.849 -0.41 0.25 -0.40
H -2.487 3.451 7.310 0.12 0.63 0.36
H -3.057 4.751 6.166 0.56 -0.43 -0.40
H -3.971 3.280 6.488 -0.83 0.22 0.26
H -6.411 8.069 8.034 0.14 0.24 -0.56
H -7.493 7.471 8.967 -0.15 -0.60 0.32
C -1.873 1.488 -5.018 1.33 0.91 0.36
C -0.493 2.172 -4.570 -0.84 -1.03 1.43
C -0.707 3.532 -3.807 0.83 -1.24 -1.65
O 0.558 4.145 -3.716 0.58 1.74 -0.07
C 0.489 5.461 -3.080 -1.08 -1.33 0.05
N 0.257 1.243 -3.720 -0.13 -0.85 0.37
H -2.505 1.094 -4.223 0.25 0.30 0.40
H -1.667 0.630 -5.659 0.12 0.22 -0.19
H -2.437 2.256 -5.548 -0.15 -0.23 -0.22
H 0.132 2.229 -5.461 -0.25 0.87 -0.13
H -1.040 3.366 -2.782 -0.75 -0.18 -0.11
H -1.388 4.080 -4.457 -0.28 0.66 0.47
H 0.385 5.300 -2.007 0.58 0.11 0.27
H -0.460 5.940 -3.320 0.01 0.19 -0.53
H 1.312 6.125 -3.346 0.09 -0.50 -0.04
H 1.172 1.557 -3.430 0.21 0.52 -0.54
H -0.203 1.147 -2.826 -0.45 -0.26 0.15
C -4.564 -5.018 5.718 -0.66 -0.09 0.97
C -3.693 -4.705 6.945 -0.26 0.01 1.42
C -3.953 -5.624 8.220 -1.92 0.94 -2.22
O -5.366 -5.398 8.582 1.72 -1.30 -1.27
C -5.656 -6.298 9.606 -0.18 0.90 2.51
N -2.322 -4.838 6.548 1.00 -0.58 -0.42
H -4.289 -6.010 5.360 -0.07 -0.01 -0.13
H -4.523 -4.298 4.900 0.70 0.14 0.09
H -5.622 -4.998 5.976 0.00 -0.32 0.25
H -3.792 -3.683 7.310 -0.92 0.24 -0.09
H -3.303 -5.455 9.079 0.12 0.45 -0.03
H -3.824 -6.658 7.900 -0.04 -0.22 0.05
H -6.712 -6.347 9.871 -0.13 0.12 -0.62
H -5.189 -5.829 10.472 -0.02 -0.15 0.78
H -5.245 -7.306 9.659 0.11 -0.22 -1.21
H -2.213 -4.275 5.717 0.40 0.04 -0.13
H -1.711 -4.456 7.257 0.18 0.07 0.02
C 5.057 3.082 -6.281 0.37 0.28 1.42
C 5.846 3.605 -4.980 -1.93 -0.43 -0.99
C 5.888 5.135 -5.071 0.79 -1.01 0.04
O 6.892 5.578 -4.172 0.44 -0.37 -0.28
C 7.144 6.942 -4.246 -0.65 1.71 0.06
N 5.161 3.155 -3.729 0.74 -0.19 -0.93
H 5.627 3.203 -7.202 0.12 0.23 0.15
H 4.119 3.631 -6.370 -0.05 0.12 -0.09
H 4.782 2.029 -6.218 0.17 -0.04 0.30
H 6.848 3.180 -5.029 0.05 0.20 0.27
H 4.917 5.559 -4.816 -0.21 0.10 0.08
H 6.094 5.357 -6.118 0.37 0.59 -0.08
H 6.232 7.492 -4.016 -0.33 0.18 0.12
H 7.455 7.351 -5.207 0.11 -0.61 -0.55
H 7.882 7.343 -3.550 0.14 -0.88 0.33
H 4.230 3.547 -3.722 -0.30 0.01 -0.05
H 5.639 3.595 -2.956 0.15 0.05 0.22
```
Forces are in eV/Å.

Spin multiplicity = 6
Energy relative to the best compared isomer or geometry (same formula, charge and spin) = 280.4 kcal per mole
HOMO level (spin up / spin down) = -9.67 / -9.67 eV
Maximum force = 4.5 eV/Å
Expectation value of S² = 8.759
Net charge = +1
Frontier orbital gap (spin up / spin down) = 0.077 / 0.087 Eh
E_LUMO (spin up / spin down) = -0.278 / -0.269 hartree

Atom charges from the Löwdin analysis, given in e for atoms 1 to 4: 1.4268, -0.6190, 0.1197, 0.1038


2.
ORCA calculation (ωB97M-V with the def2-TZVPD basis set) on C33H88GaNO15PS11 as an isolated structure.

XYZ file:
```
150
Properties=species:S:1:pos:R:3:forces:R:3
C 3.245 -2.328 2.584 0.01 0.25 0.36
C 4.002 -1.142 1.737 -0.02 -0.11 0.54
C 3.408 0.339 2.232 1.36 -0.77 -0.96
O 3.784 1.291 1.177 -1.02 -0.70 2.03
Ga 3.241 3.067 1.568 0.05 -0.06 0.66
C 1.461 3.236 2.606 -0.65 1.02 0.18
C 1.441 2.517 4.079 -1.08 1.00 -0.13
C 0.007 1.729 4.227 -0.12 -0.05 0.47
C 0.149 0.210 4.896 -1.59 0.90 0.41
N -0.518 -0.818 3.966 -2.70 -4.42 -3.24
C -1.532 -1.904 4.384 -0.59 -1.21 -3.51
C -2.080 -2.811 3.111 3.71 4.27 0.14
C -1.284 -2.212 1.786 0.70 2.17 6.58
C -0.373 -1.037 2.476 -1.95 -2.37 -1.21
P 2.842 4.087 -0.550 -0.32 2.99 -0.55
O 2.863 5.667 -0.488 0.00 -4.58 -0.82
O 1.227 3.514 -1.017 0.98 1.25 1.52
O 3.922 3.416 -1.786 -2.94 -1.00 1.32
H 4.021 -3.096 3.059 -1.71 1.55 -1.21
H 2.458 -2.887 1.911 1.50 1.07 1.50
H 2.712 -1.818 3.519 0.99 -1.30 -2.13
H 3.897 -1.246 0.561 -0.01 0.26 2.52
H 5.161 -1.246 1.973 -2.41 0.64 -0.50
H 3.926 0.556 3.279 -1.00 -0.25 -1.97
H 2.251 0.320 2.409 1.99 -0.20 -0.37
H 4.364 3.942 2.297 0.06 -0.19 -0.08
H 1.281 4.403 2.776 0.36 -2.35 -0.47
H 0.604 2.892 1.876 1.33 0.36 1.75
H 1.439 3.401 4.880 0.15 -2.02 -1.60
H 2.384 1.866 4.329 -1.97 1.01 -0.69
H -0.678 2.418 4.920 1.34 -1.72 -1.28
H -0.597 1.648 3.202 1.64 0.07 2.16
H 1.250 -0.070 5.180 -2.11 0.42 -0.81
H -0.546 0.242 5.865 1.83 -0.43 -2.13
H -1.913 -2.101 5.478 1.20 0.88 -2.35
H -2.872 -3.686 3.104 1.88 2.11 0.34
H -1.347 -2.528 0.658 0.26 0.87 2.53
H 0.322 -0.445 1.738 -1.36 -0.88 2.24
H 0.640 3.816 -0.239 1.37 -0.63 -1.72
H 3.652 2.430 -1.794 0.79 2.00 0.12
C 4.670 1.674 -6.752 -0.06 -0.08 -0.06
S 3.893 1.422 -5.138 -0.13 0.22 -0.08
O 2.767 0.449 -5.327 0.17 0.18 -0.15
C 3.169 3.075 -5.015 -0.18 -0.01 0.03
H 5.159 0.744 -7.050 -0.10 0.10 0.11
H 3.915 1.940 -7.494 0.05 -0.04 0.07
H 5.419 2.467 -6.678 -0.08 -0.08 0.07
H 2.504 3.256 -5.863 0.08 -0.16 -0.03
H 3.965 3.823 -4.996 -0.03 -0.14 0.10
H 2.595 3.136 -4.085 0.22 -0.06 -0.11
C 4.907 -2.475 8.049 -0.06 0.02 0.16
S 4.899 -2.917 6.295 -0.58 0.41 -0.37
O 3.781 -2.159 5.644 0.69 -0.51 0.75
C 4.338 -4.621 6.529 -0.13 -0.12 0.02
H 5.196 -1.426 8.141 -0.03 -0.15 -0.15
H 3.910 -2.614 8.475 0.03 0.00 -0.13
H 5.632 -3.097 8.580 -0.02 0.02 -0.09
H 3.375 -4.629 7.047 0.06 0.10 -0.07
H 5.080 -5.174 7.109 0.01 0.09 -0.05
H 4.225 -5.088 5.547 0.05 0.22 0.11
C 2.424 0.831 -11.745 0.10 -0.05 0.06
S 3.345 2.353 -11.417 0.17 -0.22 0.25
O 4.433 2.019 -10.440 -0.53 0.11 -0.28
C 2.025 3.181 -10.499 -0.04 0.06 0.14
H 3.076 0.141 -12.286 0.04 0.21 0.06
H 2.111 0.372 -10.805 0.00 0.16 -0.13
H 1.550 1.057 -12.361 0.06 0.00 0.14
H 1.736 2.579 -9.634 0.07 -0.04 -0.11
H 1.163 3.333 -11.154 0.10 -0.07 0.01
H 2.394 4.152 -10.158 0.06 -0.19 -0.12
C -0.233 -1.556 -8.529 0.12 0.05 0.02
S -1.259 -0.819 -9.823 0.19 0.12 -0.05
O -0.340 -0.131 -10.790 -0.31 -0.16 0.48
C -2.001 0.456 -8.777 0.02 0.16 0.00
H 0.356 -2.363 -8.971 -0.15 0.13 -0.05
H 0.441 -0.804 -8.111 -0.07 0.00 -0.05
H -0.872 -1.964 -7.743 0.00 0.05 -0.11
H -1.220 1.086 -8.344 0.01 -0.11 -0.07
H -2.584 -0.016 -7.983 0.06 -0.03 -0.09
H -2.662 1.072 -9.393 0.14 -0.19 0.01
C -3.505 2.562 7.926 -0.10 -0.03 -0.11
S -2.012 1.864 8.670 0.17 -0.13 -0.31
O -1.392 0.944 7.661 -0.51 0.33 0.57
C -2.868 0.837 9.889 -0.07 -0.18 0.01
H -3.209 3.217 7.103 0.11 -0.09 0.19
H -4.141 1.762 7.540 0.12 -0.04 0.05
H -4.048 3.146 8.673 0.14 -0.02 -0.03
H -3.542 0.141 9.384 0.08 0.07 -0.04
H -3.431 1.475 10.574 0.08 0.02 -0.08
H -2.121 0.272 10.454 -0.04 0.16 -0.17
C -3.666 -1.114 -1.668 0.18 -0.03 0.06
S -2.515 -2.077 -2.677 0.02 0.15 0.14
O -1.591 -2.799 -1.742 -0.27 0.36 -0.27
C -1.613 -0.659 -3.346 0.18 0.00 0.05
H -4.312 -1.805 -1.123 0.20 0.00 -0.07
H -3.114 -0.497 -0.955 -0.05 -0.13 -0.01
H -4.279 -0.481 -2.315 0.14 -0.09 -0.10
H -1.185 -0.070 -2.531 -0.06 -0.11 -0.01
H -2.291 -0.041 -3.939 -0.03 -0.10 0.06
H -0.808 -1.029 -3.987 -0.14 -0.03 0.14
C -5.569 1.924 1.332 -0.04 -0.08 -0.10
S -4.076 1.226 2.077 0.24 -0.33 -0.17
O -3.456 0.306 1.067 -0.60 0.50 0.35
C -4.932 0.199 3.296 0.01 -0.15 0.05
H -5.273 2.579 0.509 0.08 -0.09 0.15
H -6.205 1.124 0.947 0.02 0.05 0.08
H -6.113 2.508 2.079 0.07 -0.07 -0.04
H -5.606 -0.497 2.791 0.08 0.08 -0.06
H -5.495 0.837 3.980 0.05 0.06 -0.10
H -4.185 -0.366 3.861 0.06 0.10 -0.21
C -1.652 -8.060 -0.141 -0.04 -0.18 -0.03
S -2.285 -6.373 -0.294 -0.17 0.16 -0.26
O -3.708 -6.465 -0.758 0.53 -0.13 0.06
C -1.275 -5.919 -1.725 -0.09 -0.06 -0.19
H -2.177 -8.554 0.681 0.02 0.16 -0.09
H -1.829 -8.612 -1.067 -0.03 0.11 0.02
H -0.582 -8.031 0.081 -0.10 0.09 0.00
H -1.475 -6.601 -2.555 -0.06 -0.11 0.14
H -0.218 -5.958 -1.454 -0.10 0.03 0.08
H -1.533 -4.899 -2.024 0.04 -0.13 0.29
C -7.167 -0.856 -1.417 0.02 0.01 0.07
S -8.699 0.104 -1.355 0.04 0.12 0.39
O -8.701 0.867 -0.064 0.05 -0.46 -0.50
C -9.804 -1.313 -1.152 -0.09 -0.07 0.10
H -6.327 -0.163 -1.506 -0.25 -0.01 0.05
H -7.056 -1.443 -0.503 -0.06 0.08 -0.03
H -7.183 -1.516 -2.288 -0.04 0.08 0.04
H -9.533 -1.873 -0.253 0.05 0.11 -0.06
H -9.737 -1.959 -2.030 0.04 0.10 0.03
H -10.829 -0.945 -1.053 0.23 0.06 -0.03
C 5.151 -4.290 -4.841 -0.05 -0.16 0.02
S 6.072 -2.769 -4.513 0.18 0.03 0.50
O 7.160 -3.102 -3.536 -0.54 0.02 -0.45
C 4.752 -1.940 -3.594 -0.03 -0.04 0.06
H 5.803 -4.981 -5.381 0.00 0.18 0.08
H 4.838 -4.749 -3.900 0.07 0.11 -0.02
H 4.277 -4.064 -5.456 0.09 0.06 0.05
H 4.464 -2.542 -2.729 0.13 -0.01 -0.07
H 3.891 -1.788 -4.249 0.09 0.08 -0.03
H 5.121 -0.969 -3.253 0.03 -0.19 -0.12
C 0.768 7.573 7.167 0.10 0.00 0.10
S -0.846 6.888 6.724 0.03 -0.30 0.14
O -1.334 6.089 7.895 0.23 0.22 -0.39
C -0.226 5.720 5.489 -0.01 -0.05 0.04
H 0.626 8.310 7.961 -0.11 -0.12 -0.12
H 1.427 6.779 7.524 -0.13 -0.01 -0.05
H 1.210 8.064 6.296 -0.10 -0.07 0.03
H 0.494 5.038 5.948 -0.10 0.11 0.04
H 0.247 6.269 4.672 -0.06 -0.02 0.07
H -1.070 5.146 5.097 0.09 0.15 0.11
```
Forces are in eV/Å.

HOMO level = -4.92 eV
Maximum force = 7.0 eV/Å
Net charge = -1
Frontier orbital gap = 0.232 Eh
E_LUMO = 0.051 hartree

Atom charges from the Löwdin analysis, given in e for atoms 1 to 4: -0.1594, -0.2151, -0.3178, -0.3816


Number 1: DFT total energy -4423.879812 Ha. Number 2: DFT total energy -9139.152543 Ha.